1.
C4H6Br2O | ωB97M-V/def2-TZVPD

Element x y z (Å)
C 0.71488 0.54699 0.04178
C -0.31519 -0.54913 0.20725
C 0.29734 1.93775 0.13628
C -0.32778 -1.91593 -0.40729
O -0.09418 -0.47210 1.51946
Br 2.40224 0.02758 -0.11028
Br -2.19622 0.14761 -0.15812
H -0.31327 2.21252 1.10791
H -0.38871 2.18130 -0.59962
H 1.19332 2.53320 -0.10425
H -1.40293 -2.36672 -0.06327
H 0.53276 -2.46259 -0.04222
H -0.10225 -1.82047 -1.52764

Properties
Orbital gap, hartree: 0.3213
Multiplicity: 1
Energy, eV: -146374.6845
Charge: 0



2.
C27H81O36P9 | ωB97M-V/def2-TZVPD

Element x y z (Å)
C -15.35466 17.08538 3.33488
O -16.18235 17.08130 2.18234
P -17.77474 16.62710 2.33610
O -18.09909 15.15089 2.40226
O -18.32947 17.51070 3.56139
C -19.73672 17.51607 3.80723
O -18.44527 17.29492 0.99702
C -18.31566 18.64447 0.68003
H -15.89260 16.51566 4.09261
H -15.15125 18.10750 3.65426
H -14.40212 16.64351 3.04243
H -20.20354 16.57740 3.50879
H -20.22674 18.36040 3.32239
H -19.96483 17.58349 4.87097
H -17.83647 19.18305 1.49761
H -19.26517 19.11622 0.42711
H -17.72270 18.86380 -0.20788
C -5.22548 20.46133 -8.17585
O -5.15106 19.80153 -6.93396
P -3.88276 18.84798 -6.66660
O -2.60624 19.30167 -7.27949
O -4.39567 17.39544 -7.17721
C -4.37347 17.01478 -8.55073
O -3.81773 18.67209 -5.06420
C -5.00138 18.16452 -4.40796
H -6.24566 20.47625 -8.55941
H -4.54181 20.11769 -8.95214
H -4.92061 21.50452 -8.09268
H -4.03895 17.78451 -9.24622
H -5.30557 16.52865 -8.83880
H -3.57604 16.30528 -8.77169
H -5.37684 18.89740 -3.69380
H -4.83716 17.24873 -3.84010
H -5.75914 17.88138 -5.13853
C -25.76898 8.73773 -2.71042
O -25.32833 9.65361 -3.65219
P -23.92292 9.33857 -4.40336
O -23.91583 8.13065 -5.29791
O -22.71217 9.34719 -3.27937
C -22.72835 10.40055 -2.19862
O -23.68035 10.77240 -5.15050
C -22.38671 11.00490 -5.66352
H -26.27253 9.26957 -1.90316
H -24.95335 8.30437 -2.13157
H -26.40603 7.92594 -3.06152
H -23.18326 11.35697 -2.45630
H -21.75624 10.66046 -1.77966
H -23.40368 10.04048 -1.42249
H -21.64002 10.33294 -5.24039
H -21.95219 11.97517 -5.42294
H -22.36814 10.88083 -6.74627
C -16.20815 24.01198 -20.71563
O -17.03612 23.19234 -21.52377
P -16.63423 21.63985 -21.87202
O -17.59186 20.90526 -22.70497
O -15.15692 21.71891 -22.52502
C -14.61292 20.53558 -23.09102
O -16.35708 20.98026 -20.42868
C -17.46155 20.60382 -19.57884
H -16.71866 24.43644 -19.85116
H -15.78404 24.85639 -21.25893
H -15.51394 23.31068 -20.25265
H -15.32687 19.71544 -23.01507
H -13.70141 20.22585 -22.57983
H -14.36783 20.68041 -24.14319
H -17.56606 19.52219 -19.49372
H -18.43189 20.93383 -19.94984
H -17.31617 20.94318 -18.55327
C -26.49034 22.50741 -7.38604
O -25.58255 23.16781 -6.54424
P -24.68338 24.40575 -6.90177
O -25.47454 25.59199 -7.19118
O -23.71432 24.57078 -5.61709
C -24.30611 24.73915 -4.29698
O -23.69436 23.75242 -8.03442
C -22.74241 22.73909 -7.65398
H -26.75411 23.15533 -8.22193
H -27.37972 22.17791 -6.84887
H -26.03570 21.58019 -7.73482
H -23.88117 25.58747 -3.76043
H -24.16150 23.85320 -3.67872
H -25.39112 24.82133 -4.23301
H -22.30513 22.87401 -6.66470
H -21.90282 22.84810 -8.34051
H -23.21090 21.78272 -7.88630
C -22.25609 13.76792 -15.26929
O -22.15894 14.22718 -13.92713
P -21.41839 15.56122 -13.38076
O -21.61864 15.90199 -11.93694
O -19.92144 15.43470 -13.83733
C -19.11449 14.42202 -13.20322
O -21.98797 16.68495 -14.41248
C -23.31160 17.27539 -14.26631
H -21.53437 14.27937 -15.90618
H -23.27403 13.78917 -15.65842
H -21.90744 12.73575 -15.23469
H -19.58581 13.85996 -12.39697
H -18.19581 14.94275 -12.93309
H -18.89304 13.62571 -13.91381
H -23.73264 16.83964 -13.36025
H -23.92698 17.10141 -15.14900
H -23.16456 18.33179 -14.04159
C -7.03298 6.79941 -9.82559
O -7.59099 8.04283 -10.31126
P -6.66874 9.24744 -10.93231
O -5.85005 8.85061 -12.09581
O -7.64319 10.55003 -11.11495
C -8.55915 10.36444 -12.19179
O -5.73835 9.64722 -9.65999
C -6.39075 10.06640 -8.43927
H -6.86406 6.03556 -10.58460
H -7.65002 6.34859 -9.04833
H -6.14124 7.03005 -9.24273
H -9.53397 10.28866 -11.71007
H -8.34860 9.48514 -12.80056
H -8.56081 11.27168 -12.79596
H -6.13126 11.10812 -8.25064
H -6.11158 9.39108 -7.63050
H -7.47419 10.01035 -8.54475
C -11.51395 17.12795 -8.25650
O -12.54569 17.94123 -7.70245
P -14.11172 17.83696 -8.21163
O -15.11462 18.79587 -7.59947
O -13.95537 18.01700 -9.86153
C -13.77988 19.31816 -10.44562
O -14.44940 16.25249 -8.00852
C -14.46810 15.65156 -6.75907
H -10.67260 16.86064 -7.61713
H -11.10332 17.38006 -9.23421
H -11.84020 16.10055 -8.41807
H -14.41259 19.38025 -11.33101
H -12.73774 19.44091 -10.74057
H -14.13683 20.11236 -9.78991
H -13.75498 14.82751 -6.73659
H -15.43761 15.25550 -6.45694
H -14.09199 16.32796 -5.99151
C -11.23581 9.07358 1.46421
O -10.91396 8.73437 0.12048
P -10.34149 9.68187 -1.09275
O -11.25051 10.84006 -1.47948
O -8.83708 9.99624 -0.62925
C -8.63579 11.04265 0.30836
O -10.18294 8.54454 -2.28413
C -11.15471 8.23481 -3.23695
H -12.25102 9.06150 1.86081
H -10.88517 10.02985 1.85242
H -10.81596 8.35367 2.16675
H -7.75391 11.62848 0.04913
H -8.43836 10.50817 1.23758
H -9.51159 11.67501 0.45392
H -11.88090 9.03617 -3.37329
H -11.74667 7.38785 -2.89002
H -10.73760 8.03974 -4.22491

Properties
Orbital gap, hartree: 0.3871
Multiplicity: 1
Energy, eV: -186637.0705
Charge: 0
SMILES: COP(=O)(OC)OC.COP(=O)(OC)OC.COP(=O)(OC)OC.COP(=O)(OC)OC.COP(=O)(OC)OC.COP(=O)(OC)OC.COP(=O)(OC)OC.COP(=O)(OC)OC.COP(=O)(OC)OC



3.
C2H15N2O4 | ωB97M-V/def2-TZVPD

Element x y z (Å)
C -0.25025 -0.33842 -2.08081
N 0.28515 -0.29123 1.54922
C 0.05164 0.08022 0.32102
N -0.20642 -0.73976 -0.66664
H -1.25825 0.00606 -2.30771
H 0.45114 0.49214 -2.15589
H 0.01611 -1.17355 -2.71446
H 0.28171 -1.23746 1.90559
H 0.69953 0.31514 2.24056
H 0.06118 1.13755 0.11523
H -0.08445 -1.70115 -0.38076
H -2.47567 1.42488 0.08384
H -3.24152 0.27649 0.80276
O -2.43223 0.84483 0.84468
H 3.35654 1.67875 -0.02170
H 2.09835 2.20585 0.68847
O 2.42418 1.48039 0.13316
H 4.91546 -0.87039 0.64967
H 5.22316 -0.29524 -0.73186
O 4.59562 -0.29916 -0.02718
H -5.26667 -1.20454 0.42266
H -4.71689 -0.94229 -1.01182
O -4.48763 -0.94342 -0.07926

Properties
Orbital gap, hartree: 0.4297
Multiplicity: 1
Energy, eV: -13481.7683
Charge: +1



4.
C3H9N4 | ωB97M-V/def2-TZVPD

Element x y z (Å)
C -0.95671 -1.57226 0.41591
C 0.47211 1.32509 -0.71828
C -0.78240 0.79696 -0.07837
N -0.10501 -1.52445 1.39647
N -1.26268 -0.61065 -0.33770
N 1.38137 0.57840 -1.43768
N 0.30095 1.00536 0.70506
H -1.54604 -2.42989 0.40175
H 0.36386 2.36041 -1.13158
H -1.70066 1.50184 -0.11035
H 0.29119 -2.41682 1.69889
H -1.90898 -0.82342 -1.11141
H 2.26765 1.00414 -1.66292
H 1.64523 -0.20317 -0.90091
H 0.40765 -0.78744 1.81797
H 0.35790 1.51710 1.52183

Properties
Orbital gap, hartree: 0.3701
Multiplicity: 1
Energy, eV: -9209.2867
Charge: +1
SMILES: N/C=[NH+]\[C@H]1N[C@H]1N



5.
C2H2ClFO2 | ωB97M-V/def2-TZVPD

Element x y z (Å)
C 0.85562 -0.42825 0.40858
C -0.18607 0.53005 0.75360
O 0.92342 -1.54656 0.80262
O -1.06309 -0.79147 -1.28609
F -0.15917 1.76539 0.37248
Cl 2.09595 0.28951 -0.61634
H -1.04324 0.22227 1.34181
H -1.42342 -0.04093 -1.77665

Properties
Orbital gap (spin up / spin down), hartree: 0.2626 / 0.2627
Multiplicity: 1
Energy, eV: -21436.7142
Charge: 0



6.
C7H15NO | ωB97M-V/def2-TZVPD

Element x y z (Å)
C 0.37503 0.84322 -0.62388
C 0.09581 1.98465 0.32112
C 1.86050 0.54067 -0.73406
C -1.80855 -0.12975 -0.82369
N -2.69679 0.75141 -0.68655
H 0.00204 1.07972 -1.62561
H -3.01357 1.13912 -1.56924
H -1.49552 -0.71581 -1.67788
H -0.96895 2.23451 0.36587
H 0.43247 1.73285 1.33483
H 2.42425 1.42966 -1.04957
H 0.63196 2.89948 0.03538
H 2.07692 -0.24506 -1.46275
H 2.27502 0.23413 0.23231
C 0.46937 -2.13883 -0.14682
C -0.06364 -1.01013 0.67754
C 0.24976 -0.78711 1.97283
O -1.57605 -0.90310 0.41470
H -2.01213 -0.40419 1.13258
H 0.37846 -1.95753 -1.21693
H 1.52689 -2.26455 0.07830
H -0.05064 -3.06751 0.10182
H -0.30396 -0.09506 2.59381
H 1.19133 -1.15078 2.35592

Properties
Orbital gap (spin up / spin down), hartree: 0.2602 / 0.2602
Multiplicity: 1
Energy, eV: -11033.9508
Charge: 0



7.
C32H55ClMoP2Si2 | ωB97M-V/def2-TZVPD

Element x y z (Å)
Mo 0.47261 0.25147 0.63182
C -0.40392 -0.99581 2.29682
C 0.99305 -1.27429 2.15723
C 1.67489 -0.03776 2.48610
Si 1.56153 -2.96457 1.54119
C 0.70566 0.96805 2.72799
C -0.61741 0.39215 2.55826
Si -2.36533 1.09615 2.53741
H -1.19866 -1.72702 2.15553
H 2.73690 0.06492 2.60352
H 0.90054 1.97163 3.05864
Cl 1.85775 2.36978 -2.58032
C -3.63987 -0.26508 2.71923
C -2.52521 2.37657 3.88943
C 0.20138 -4.23966 1.72810
C 3.10885 -3.46109 2.46427
H -2.30325 1.88068 4.84793
H -3.56122 2.75310 3.92981
H -1.84543 3.23438 3.77436
H -3.74743 -0.85717 1.79115
H -4.62994 0.15944 2.97208
H -3.34093 -0.94295 3.53527
H 2.87840 -3.43686 3.54088
H 3.97016 -2.80250 2.27474
H 3.38936 -4.49290 2.19479
H -0.26811 -4.13490 2.71971
H 0.61196 -5.26419 1.64911
H -0.57862 -4.12246 0.95219
C -2.59233 1.80428 0.79211
C 1.83429 -2.75627 -0.32467
P -1.00797 2.34440 0.06266
H -3.34613 2.60450 0.81431
H -2.98055 1.00925 0.14073
P 2.27824 -1.04159 -0.76409
H 0.88956 -2.97718 -0.84252
H 2.57590 -3.48931 -0.67500
C 2.42861 -1.11178 -2.60580
C 4.01310 -0.92045 -0.04597
C -0.62062 3.85347 1.12105
C -1.50771 2.93771 -1.61555
C -1.38329 1.81058 -2.64606
H -0.78778 3.73928 -1.85876
C -2.93079 3.49498 -1.68557
H -3.67767 2.70689 -1.52748
H -3.09570 3.89722 -2.69385
H -3.13444 4.30375 -0.97811
H -0.33633 1.66149 -2.91295
H -1.90608 2.07675 -3.57241
H -1.76587 0.85142 -2.27764
H -0.49494 3.44372 2.13866
C -1.74981 4.88338 1.12204
C 0.69814 4.48808 0.68561
H -2.72231 4.47457 1.42747
H -1.85580 5.35207 0.13618
H -1.49179 5.67772 1.83734
H 1.53376 3.77673 0.71730
H 0.92673 5.31973 1.36585
H 0.62545 4.89399 -0.33429
H 3.86370 -1.03948 1.04151
C 4.60312 0.46296 -0.30816
C 4.94662 -2.01772 -0.55531
H 4.56841 -3.03518 -0.38820
H 5.90298 -1.93406 -0.01884
H 5.15844 -1.88999 -1.62353
H 3.97104 1.26874 0.08605
H 4.75075 0.63399 -1.38499
H 5.58435 0.52250 0.18163
C 1.10010 -0.73843 -3.27179
C 2.86988 -2.47368 -3.14546
H 3.19150 -0.35384 -2.85711
H 2.09893 -3.23737 -2.98256
H 3.80904 -2.84385 -2.72391
H 3.01320 -2.38714 -4.23087
H 0.23272 -1.19237 -2.77802
H 1.10572 -1.02287 -4.33058
H 0.95891 0.34290 -3.24255
C 3.08611 3.39858 -1.78238
H 3.21535 3.26293 -0.69391
H 4.02845 3.20637 -2.31785
H 2.80349 4.43597 -2.01907
C -0.74968 -0.71312 -0.59160
C -1.74767 -1.45388 -0.75768
C -2.82806 -2.33793 -0.90374
C -3.21964 -3.12524 0.20295
C -4.29834 -3.98983 0.06327
C -4.98700 -4.09053 -1.14462
C -4.58111 -3.29662 -2.23607
C -3.51433 -2.42475 -2.13598
H -2.66503 -3.02590 1.14469
H -4.58679 -4.58390 0.92397
H -5.84094 -4.76727 -1.24108
H -5.11546 -3.37327 -3.17661
H -3.18233 -1.79516 -2.95941

Properties
Orbital gap (spin up / spin down), hartree: 0.2447 / 0.2190
Multiplicity: 3
Energy, eV: -82787.9834
Charge: 0



8.
C8H18F6KO14P2PtS2 | ωB97M-V/def2-TZVPD

Element x y z (Å)
Pt -4.23111 -2.16904 -0.68020
K -0.60158 -4.58313 1.59561
C -4.85294 -3.23252 3.96317
F -4.54547 -4.49207 4.25955
F -6.08534 -3.20960 3.39791
F -4.89861 -2.53870 5.07437
S -3.52471 -2.43306 2.81863
O -3.56333 -1.02576 3.23069
O -2.24453 -3.08387 3.14560
O -3.88396 -2.59350 1.37441
C 0.23007 -1.16036 -2.26417
F -0.34531 -0.14006 -2.86579
F 0.27791 -2.24065 -3.11033
F 1.43387 -0.80458 -1.95245
S -0.68845 -1.80828 -0.66190
O -0.28410 -0.89547 0.36190
O -2.13926 -1.85198 -0.86784
O -0.21311 -3.11666 -0.37672
C -4.98203 2.34148 2.59885
O -5.09737 1.31693 1.70026
P -4.50908 1.35392 0.20610
O -4.34136 0.04397 -0.46201
O -5.52422 2.46878 -0.39973
C -6.96039 2.42436 -0.44329
O -3.21003 2.31282 0.40799
C -1.99157 1.87389 1.01427
H -4.99950 1.76124 3.52141
H -5.79473 3.06772 2.58550
H -4.16244 3.06006 2.59708
H -7.41819 2.92370 0.41063
H -7.43519 1.44445 -0.49294
H -7.34418 2.89134 -1.35034
H -1.70454 2.59673 1.77795
H -1.22979 1.92716 0.23648
H -2.00165 0.83554 1.34563
C 6.38755 2.57270 -1.19362
O 6.90733 1.42367 -0.51624
P 7.41282 0.10932 -1.38299
O 8.02216 -0.96328 -0.46693
O 6.01672 -0.31534 -2.21601
C 4.93592 -0.96448 -1.49738
O 8.37297 0.69773 -2.63233
C 9.23295 -0.17852 -3.31160
H 6.87374 3.52417 -0.97815
H 5.39576 2.82813 -0.82049
H 6.46319 2.64724 -2.27844
H 5.28966 -1.50567 -0.61983
H 4.62941 -1.82160 -2.09695
H 4.13618 -0.27266 -1.23296
H 8.85914 -1.15009 -3.63473
H 10.16945 -0.32912 -2.77460
H 9.76128 0.43299 -4.04306

Properties
Orbital gap (spin up / spin down), hartree: 0.2165 / 0.1811
Multiplicity: 3
Energy, eV: -113370.9992
Charge: +1